C26H19BF4GeNO4Re as an isolated structure. Source: OMol25; level of theory: ωB97M-V/def2-TZVPD.

Computed properties:
molecular weight = 755.06 g mol⁻¹
total charge = +2
multiplicity = 1
E_HOMO = -14.6 eV
calculated total energy = -3937.0240 Eh
gap between HOMO and LUMO = 7.02 eV

Last column: Löwdin charge in e.
CARTESIAN COORDINATES (ANGSTROEM)
Re -0.8500 -0.7180 1.3517  1.657
O -0.3407 -4.8750 1.9880  0.234
C -0.4956 -3.5922 2.0452  -0.390
O -0.3655 -2.8399 1.0546  -0.015
C -0.8160 -2.9539 3.3267  -0.122
C -0.9739 -3.5479 4.5782  0.078
C -1.3208 -2.7426 5.6550  0.035
C -1.5006 -1.3723 5.4629  0.089
C -1.2494 -0.8428 4.2064  -0.112
N -0.9222 -1.6191 3.1701  -0.012
C -1.2731 0.6231 3.7762  -0.501
O -1.7303 1.5151 4.4174  0.206
O -0.6863 0.7339 2.5941  -0.164
H -0.1138 -5.2035 1.0948  0.183
H -0.8392 -4.6142 4.6812  0.144
H -1.4478 -3.1779 6.6359  0.138
H -1.8181 -0.7169 6.2610  0.150
F -2.0800 -1.2482 -0.3657  -0.060
B -3.1656 -0.2423 0.0394  -1.209
F -3.2735 -0.5082 1.3814  0.160
F -4.2110 -0.3496 -0.7366  0.307
F -2.4102 0.9663 -0.1155  0.066
C 0.6631 -0.1901 0.1865  -0.246
Ge -0.2254 0.8685 -1.3724  1.309
C -1.0574 0.0640 -3.0014  -0.301
C -0.8930 -1.2672 -3.3621  -0.103
C -1.5076 -1.7222 -4.5175  -0.048
C -2.3030 -0.8681 -5.2682  -0.032
C -2.4751 0.4543 -4.8904  -0.040
C -1.8386 0.9319 -3.7585  -0.097
C 2.0531 -0.2846 0.1655  -0.322
C 2.7386 -0.6336 1.3627  -0.005
C 4.1083 -0.7546 1.3670  -0.035
C 4.8420 -0.5418 0.2013  -0.002
C 4.1962 -0.1943 -0.9854  -0.029
C 2.8279 -0.0608 -1.0054  -0.019
C 0.3486 2.7720 -1.3678  -0.298
C 0.9787 3.1938 -2.5376  -0.114
C 1.5135 4.4676 -2.5922  -0.051
C 1.3950 5.3106 -1.4976  -0.036
C 0.7514 4.8888 -0.3429  -0.045
C 0.2353 3.6059 -0.2639  -0.088
H -0.2958 -1.9348 -2.7534  0.108
H -1.3628 -2.7432 -4.8383  0.118
H -2.7967 -1.2396 -6.1524  0.122
H -3.1049 1.1150 -5.4677  0.122
H -1.9533 1.9656 -3.4545  0.113
H 2.1546 -0.7919 2.2595  0.107
H 4.6279 -1.0224 2.2751  0.122
H 5.9153 -0.6591 0.2220  0.127
H 4.7698 -0.0392 -1.8886  0.125
H 2.3132 0.1891 -1.9294  0.102
H 1.0470 2.5322 -3.3926  0.105
H 2.0205 4.7963 -3.4868  0.120
H 1.8080 6.3054 -1.5483  0.121
H 0.6524 5.5538 0.5009  0.120
H -0.2634 3.2585 0.6322  0.107